<one>
CH6N2O2 | ωB97M-V/def2-TZVPD

Geometry as XYZ:
```
11
Properties=species:S:1:pos:R:3:nbo_charge:R:1
N 1.81 0.47 -0.99 -0.838
C 0.64 0.16 -0.36 0.778
N -0.51 0.70 -0.92 -0.856
O 0.63 -0.44 0.70 -0.678
H 1.80 0.67 -1.98 0.387
H 2.68 0.23 -0.56 0.408
H -1.31 0.37 -0.39 0.413
H -0.63 0.59 -1.91 0.378
O -2.12 -0.70 1.42 -0.950
H -1.52 -1.35 1.01 0.476
H -1.43 -0.19 1.88 0.480
```

Properties
SMILES string = NC(N)=O.O
Frontier orbital gap = 10.84 eV
LUMO level = 0.656 eV
E_HOMO = -0.374 Eh

<two>
CH6N2O2 | ωB97M-V/def2-TZVPD

Geometry as XYZ:
```
11
Properties=species:S:1:pos:R:3:nbo_charge:R:1
N -0.73 -0.90 1.22 -0.849
C -0.24 -0.58 -0.05 0.782
N -1.07 -0.87 -1.15 -0.869
O 0.89 -0.25 -0.30 -0.648
H -1.76 -0.95 1.28 0.391
H -0.18 -0.74 2.02 0.410
H -1.84 -1.49 -1.10 0.374
H -0.57 -1.15 -2.08 0.409
O 1.99 2.67 0.05 -0.950
H 1.08 2.51 0.00 0.464
H 2.43 1.74 0.11 0.486
```

Properties
SMILES string = NC(N)=O.O
Frontier orbital gap = 10.93 eV
LUMO level = 0.560 eV
E_HOMO = -0.381 Eh

Quick look at relative energies in kcal/mol: <one> 0.0; <two> 14.0.

<one>
C3H8BNO | ωB97M-V/def2-TZVPD

Geometry as XYZ:
```
14
Properties=species:S:1:pos:R:3:nbo_charge:R:1
C 1.71 -0.11 -0.88 -0.638
C 0.59 0.89 -0.45 -0.395
C -1.03 0.55 -0.11 -0.194
N -1.28 -0.64 0.60 -0.866
B -0.97 -1.17 1.79 1.080
O -0.88 -2.28 2.47 -0.894
H 1.20 -0.56 -1.79 0.204
H 2.66 0.23 -1.18 0.230
H 1.45 -0.91 -0.05 0.211
H 0.73 1.27 0.52 0.182
H 0.53 1.73 -1.18 0.190
H -1.49 1.45 0.43 0.188
H -1.71 0.57 -1.05 0.178
H -0.26 -2.95 2.15 0.524
```

Properties
SMILES string = CCC/N=B/O
Frontier orbital gap = 9.00 eV
LUMO level = -0.032 eV
E_HOMO = -0.332 Eh

<two>
C3H8BNO | ωB97M-V/def2-TZVPD

Geometry as XYZ:
```
14
Properties=species:S:1:pos:R:3:lowdin_charge:R:1
B -1.17 -0.05 0.36 -0.604
C 0.28 0.45 -0.43 -0.056
C 1.16 1.18 0.58 -0.397
C -1.52 -1.49 -0.29 0.011
N 0.82 2.47 0.81 0.128
O -1.71 0.65 1.21 0.200
H 0.80 -0.39 -0.89 0.094
H -0.09 1.14 -1.19 0.112
H 1.41 0.53 1.44 0.127
H 2.05 1.24 -0.09 0.144
H -2.60 -1.57 -0.36 0.063
H -1.16 -2.24 0.41 0.069
H -1.09 -1.67 -1.27 0.054
H 0.85 2.73 1.79 0.056
```

Properties
Frontier orbital gap (alpha / beta) = 9.14 / 7.64 eV
LUMO level (alpha / beta) = -0.441 / -2.002 eV
E_HOMO (alpha / beta) = -0.352 / -0.354 Eh

<three>
C3H8BNO | ωB97M-V/def2-TZVPD

Geometry as XYZ:
```
14
Properties=species:S:1:pos:R:3:nbo_charge:R:1
B -0.48 -1.36 -0.01 1.016
C 0.96 -0.89 -0.27 -0.906
C 0.94 0.67 -0.39 -0.412
C -0.27 1.29 0.32 -0.270
N -1.37 0.76 -0.42 -0.322
O -1.58 -0.61 -0.05 -0.620
H -0.98 -3.47 1.18 -0.249
H 1.60 -1.15 0.58 0.260
H 1.33 -1.33 -1.23 0.262
H 1.92 0.97 0.09 0.219
H 0.99 0.70 -1.54 0.232
H -0.39 0.93 1.45 0.189
H -0.35 2.41 0.40 0.235
H -2.33 1.08 -0.12 0.367
```

Properties
Frontier orbital gap (alpha / beta) = 9.06 / 7.87 eV
LUMO level (alpha / beta) = 0.420 / 0.227 eV
E_HOMO (alpha / beta) = -0.318 / -0.281 Eh

Quick look at relative energies in kcal/mol: <one> 0.0; <two> 32.4; <three> 95.2.

<one>
C4H4N4O3 | ωB97M-V/def2-TZVPD

Geometry as XYZ:
```
15
Properties=species:S:1:pos:R:3:nbo_charge:R:1
O -2.26 -2.56 -0.30 -0.258
N -2.62 -1.46 -0.59 0.182
C -2.29 -0.40 0.37 -0.104
C -0.94 0.17 0.01 0.286
N -0.74 1.35 -0.55 -0.416
C 0.56 1.40 -0.82 -0.075
C 1.18 0.21 -0.49 -0.077
N 0.24 -0.57 0.13 -0.508
N -3.31 0.62 0.09 0.543
O -3.68 1.19 1.09 -0.371
O -3.66 0.77 -1.04 -0.303
H -2.41 -0.83 1.34 0.239
H 1.04 2.27 -1.31 0.218
H 2.13 -0.09 -0.65 0.213
H 0.28 -1.33 0.76 0.431
```

Properties
SMILES string = O=N[C@@H](c1ncc[nH]1)[N+](=O)[O-]
Frontier orbital gap (alpha / beta) = 8.31 / 8.31 eV
LUMO level (alpha / beta) = -0.969 / -0.969 eV
E_HOMO (alpha / beta) = -0.341 / -0.341 Eh

<two>
C4H4N4O3 | ωB97M-V/def2-TZVPD

Geometry as XYZ:
```
15
Properties=species:S:1:pos:R:3:nbo_charge:R:1
H -2.08 2.46 -0.69 0.337
N -1.54 1.66 -1.01 -0.654
C -1.44 0.75 -0.13 0.546
O -2.08 0.83 1.04 -0.664
C -0.27 -0.37 -0.16 0.150
N -0.55 -1.71 -0.36 -0.327
N 0.58 -2.45 -0.42 -0.228
C 1.54 -1.64 -0.07 -0.009
C 1.11 -0.29 0.04 -0.076
N 1.88 0.82 0.32 0.514
O 2.94 0.55 0.85 -0.378
O 1.50 1.97 0.06 -0.363
H -2.61 1.64 1.01 0.485
H -1.44 -2.15 -0.72 0.433
H 2.46 -2.06 0.24 0.234
```

Properties
SMILES string = [H]/N=C(\O)c1[nH]ncc1[N+](=O)[O-]
Frontier orbital gap = 10.06 eV
LUMO level = -0.461 eV
E_HOMO = -0.387 Eh

<three>
C4H4N4O3 | ωB97M-V/def2-TZVPD

Geometry as XYZ:
```
15
Properties=species:S:1:pos:R:3:nbo_charge:R:1
C 0.22 -1.32 0.11 -0.175
C 0.10 0.07 0.13 -0.265
C 1.50 0.41 0.01 0.085
C -2.32 1.58 0.03 0.908
N 1.46 -1.77 -0.09 -0.121
N -3.28 0.88 -0.17 -0.745
N 2.28 -0.72 -0.07 -0.354
N 2.07 1.63 0.00 0.477
O 1.18 2.70 0.17 -0.489
O 3.27 1.85 -0.12 -0.323
O -1.61 2.51 -0.05 -0.577
H -0.67 -1.92 0.17 0.215
H -3.78 0.28 0.40 0.411
H 3.26 -0.70 -0.02 0.425
H 0.29 2.48 0.05 0.529
```

Properties
Frontier orbital gap = 6.83 eV
LUMO level = -2.084 eV
E_HOMO = -0.328 Eh

Quick look at relative energies in kcal/mol: <one> 35.9; <two> 0.0; <three> 57.5.

<one>
C16H60N10O14 | ωB97M-V/def2-TZVPD

Geometry as XYZ:
```
100
Properties=species:S:1:pos:R:3:lowdin_charge:R:1
C -9.67 -23.21 4.97 -0.126
O -10.55 -24.07 5.70 -0.171
H -8.64 -23.17 5.33 0.074
H -9.59 -23.61 3.95 0.076
H -10.13 -22.22 4.88 0.077
H -10.14 -24.27 6.56 0.042
C -7.53 -26.57 8.81 -0.130
O -7.96 -25.55 9.72 -0.157
H -6.49 -26.89 8.91 0.082
H -8.04 -27.50 9.12 0.079
H -7.77 -26.22 7.81 0.080
H -7.98 -25.98 10.59 0.051
C -13.49 -20.60 12.98 -0.135
O -14.90 -20.77 12.95 -0.135
H -13.25 -19.90 13.78 0.078
H -12.95 -21.53 13.21 0.069
H -13.08 -20.27 12.03 0.084
H -15.21 -21.11 13.79 0.088
C -10.70 -20.16 7.57 -0.166
O -11.28 -18.88 7.42 -0.111
H -11.42 -20.96 7.40 0.075
H -9.81 -20.29 6.96 0.079
H -10.34 -20.29 8.60 0.057
H -12.15 -18.89 7.81 0.078
C -6.29 -23.16 7.93 -0.172
O -5.31 -23.25 6.92 -0.110
H -7.26 -23.51 7.60 0.060
H -6.03 -23.73 8.82 0.078
H -6.40 -22.12 8.27 0.071
H -4.44 -23.14 7.30 0.075
C -9.29 -26.70 13.14 -0.140
O -8.33 -27.12 12.17 -0.117
H -8.89 -25.94 13.80 0.067
H -10.18 -26.31 12.63 0.041
H -9.72 -27.56 13.67 0.091
H -8.08 -28.02 12.36 0.088
C -11.11 -27.19 7.87 -0.142
O -11.89 -28.20 7.22 -0.111
H -11.55 -26.24 7.54 0.074
H -11.22 -27.19 8.96 0.049
H -10.07 -27.20 7.53 0.068
H -11.67 -29.05 7.61 0.067
C -12.72 -27.66 11.00 -0.197
O -13.64 -26.62 10.78 -0.119
H -12.85 -28.48 10.30 0.079
H -11.67 -27.33 11.01 0.051
H -12.95 -28.14 11.96 0.075
H -13.72 -26.17 11.64 0.038
C -8.33 -19.26 11.87 -0.615
O -8.79 -19.52 12.99 -0.021
N -7.49 -20.15 11.23 0.155
N -8.82 -18.23 11.06 0.157
H -7.28 -20.98 11.77 0.044
H -7.30 -20.06 10.26 0.082
H -9.49 -17.63 11.50 0.097
H -8.47 -18.19 10.14 0.082
C -14.20 -23.64 5.74 -0.608
O -15.40 -23.44 5.94 -0.009
N -13.66 -23.95 4.49 0.150
N -13.23 -23.54 6.74 0.167
H -12.68 -24.07 4.36 0.068
H -14.30 -23.95 3.72 0.092
H -13.51 -23.15 7.64 0.056
H -12.27 -23.74 6.48 0.045
C -7.15 -22.84 13.86 -0.642
O -6.67 -22.36 12.85 0.014
N -6.51 -23.79 14.61 0.156
N -8.31 -22.29 14.39 0.164
H -6.84 -24.12 15.49 0.085
H -5.62 -24.03 14.21 0.105
H -8.59 -21.43 13.92 0.069
H -8.60 -22.55 15.31 0.079
C -12.67 -25.62 14.53 -0.592
O -13.32 -26.02 13.55 0.010
N -11.66 -24.67 14.40 0.168
N -12.92 -26.06 15.83 0.149
H -11.51 -24.37 13.46 0.077
H -11.26 -24.34 15.25 0.086
H -12.18 -25.98 16.50 0.086
H -13.54 -26.84 15.88 0.103
C -15.55 -22.31 9.36 -0.581
O -14.38 -22.05 8.96 -0.043
N -16.45 -23.00 8.58 0.156
N -16.05 -21.99 10.62 0.153
H -16.11 -23.40 7.70 0.058
H -17.36 -23.24 8.89 0.084
H -17.03 -22.17 10.71 0.079
H -15.53 -21.59 11.38 0.046
C -11.14 -24.17 10.59 -0.036
C -10.50 -23.24 9.58 -0.420
C -9.37 -22.44 10.21 -0.053
O -9.94 -23.97 8.47 -0.099
H -11.70 -23.58 11.32 0.079
H -10.37 -24.74 11.12 0.064
H -11.88 -24.87 10.20 0.075
H -11.30 -22.69 9.09 0.119
H -8.67 -23.09 10.74 0.076
H -9.81 -21.83 11.00 0.083
H -8.79 -21.83 9.52 0.056
H -9.36 -24.66 8.83 0.047
```

Properties
Frontier orbital gap = 8.36 eV
LUMO level = -0.261 eV
E_HOMO = -0.317 Eh

<two>
C16H60N10O14 | ωB97M-V/def2-TZVPD

Geometry as XYZ:
```
100
Properties=species:S:1:pos:R:3:lowdin_charge:R:1
C -1.70 -0.93 3.46 -0.060
C -2.17 0.54 3.52 -0.336
O -2.15 1.19 2.31 -0.126
H -0.83 -1.15 2.90 0.004
H -2.45 -1.52 2.75 0.101
H -1.58 -1.50 4.49 0.135
H -1.72 1.04 4.39 0.110
H -3.21 0.65 3.82 0.110
H -2.52 2.12 2.38 0.142
C 0.33 3.36 -4.25 -0.075
C 0.27 2.54 -2.99 -0.344
O -1.04 2.10 -2.79 -0.076
H 1.35 3.72 -4.46 0.086
H -0.23 4.23 -4.04 0.062
H -0.10 2.88 -5.10 0.065
H 0.39 3.24 -2.19 0.087
H 1.01 1.75 -3.00 0.097
H -1.13 1.47 -2.08 0.028
C -5.60 -0.55 1.59 -0.650
O -6.03 0.38 2.50 -0.116
N -6.30 -1.30 0.77 0.169
N -4.35 -0.59 1.32 0.126
H -7.30 -1.25 1.01 0.137
H -5.81 -1.82 0.01 0.069
H -3.72 -0.09 1.88 0.039
H -3.87 -1.36 0.71 0.087
C 5.59 -0.10 -1.12 -0.612
O 6.08 1.13 -1.61 -0.133
N 6.21 -1.13 -0.78 0.167
N 4.37 -0.27 -0.80 0.126
H 7.23 -1.16 -1.12 0.177
H 5.88 -2.05 -0.87 0.081
H 3.74 0.59 -1.04 0.102
H 3.90 -1.04 -0.42 0.018
C 3.45 3.22 -1.10 -0.639
O 2.91 1.99 -1.17 -0.111
N 2.81 4.27 -0.66 0.188
N 4.61 3.40 -1.55 0.174
H 1.85 4.13 -0.20 0.109
H 3.02 5.19 -0.88 0.091
H 5.21 2.56 -1.64 0.053
H 5.24 4.18 -1.25 0.147
C -3.82 -3.15 -0.77 -0.584
O -3.82 -4.50 -0.38 -0.118
N -3.04 -2.29 -0.26 0.120
N -4.86 -2.59 -1.37 0.126
H -2.30 -2.72 0.39 0.100
H -2.65 -1.56 -0.82 0.089
H -5.61 -3.24 -1.68 0.153
H -4.93 -1.58 -1.59 0.143
C 2.72 -1.99 1.44 -0.590
O 1.42 -2.34 1.84 -0.115
N 3.32 -0.93 1.88 0.195
N 3.41 -2.60 0.59 0.158
H 2.90 -0.41 2.71 0.102
H 4.05 -0.48 1.27 0.128
H 3.07 -3.39 0.10 0.120
H 4.44 -2.53 0.58 0.134
C -0.57 -1.65 -2.67 -0.163
O -1.88 -1.25 -2.79 -0.084
H -0.49 -2.12 -1.64 0.083
H 0.14 -0.76 -2.77 0.093
H -0.30 -2.26 -3.50 0.074
H -1.99 -1.15 -3.68 0.045
C -3.70 2.80 -0.35 -0.135
O -4.72 1.86 0.00 -0.117
H -4.10 3.75 -0.84 0.105
H -3.11 2.43 -1.17 0.044
H -2.98 2.98 0.44 0.041
H -4.46 1.04 0.44 0.006
C 0.12 3.11 1.41 -0.159
O 0.34 4.45 1.08 -0.135
H -0.48 2.64 0.64 0.067
H -0.30 3.10 2.43 0.083
H 1.05 2.56 1.36 0.076
H -0.51 4.94 1.19 0.110
C 2.84 -2.14 -2.47 -0.234
O 2.52 -2.69 -3.65 -0.070
H 3.90 -2.42 -2.19 0.085
H 2.29 -2.61 -1.62 0.072
H 2.55 -1.11 -2.31 0.070
H 2.67 -2.05 -4.37 0.109
C 0.08 -0.27 0.01 -0.144
O -1.19 0.35 -0.27 -0.129
H 0.30 -0.05 1.03 0.040
H 0.96 0.02 -0.66 0.098
H 0.07 -1.40 -0.01 0.059
H -1.56 0.62 0.58 0.034
C 1.27 0.70 3.71 -0.122
O 2.65 0.81 4.10 -0.131
H 1.33 0.77 2.62 0.053
H 0.81 1.60 4.15 0.097
H 0.84 -0.17 4.08 0.058
H 2.76 1.59 4.62 0.075
C -0.54 -4.65 0.92 -0.071
O -1.08 -3.30 1.24 -0.184
H 0.19 -4.97 1.70 0.084
H 0.00 -4.55 -0.03 0.074
H -1.28 -5.43 0.93 0.069
H -0.36 -2.82 1.67 0.006
```

Properties
Frontier orbital gap = 8.34 eV
LUMO level = -0.108 eV
E_HOMO = -0.310 Eh

Quick look at relative energies in kcal/mol: <one> 0.0; <two> 203.7.

<one>
H2N3O2S | ωB97M-V/def2-TZVPD

Geometry as XYZ:
```
8
Properties=species:S:1:pos:R:3:nbo_charge:R:1
N 0.34 -1.65 1.54 -0.144
N -0.31 -0.50 -0.59 -0.592
N 0.17 0.13 -1.59 0.206
O -0.58 0.32 -2.57 -0.511
O -0.58 -1.93 2.31 -0.435
S 1.94 -1.87 1.98 -0.247
H 0.14 -0.86 0.34 0.395
H -1.15 -1.18 -0.56 0.328
```

Properties
Frontier orbital gap = 8.14 eV
LUMO level = 3.963 eV
Net charge = -1
E_HOMO = -0.153 Eh

<two>
H2N3O2S | ωB97M-V/def2-TZVPD

Geometry as XYZ:
```
8
Properties=species:S:1:pos:R:3:nbo_charge:R:1
N 0.14 -0.48 0.12 -0.464
N -0.93 -1.09 -0.14 0.346
N -2.12 -0.64 0.59 0.136
O -0.92 -2.23 -0.67 -0.524
O -3.18 -1.12 0.15 -0.356
S -1.66 2.35 0.09 -0.560
H 0.97 -0.89 -0.36 0.325
H -0.44 2.35 -0.61 0.098
```

Properties
Frontier orbital gap (alpha / beta) = 5.17 / 8.03 eV
LUMO level (alpha / beta) = 2.177 / 3.660 eV
Net charge = -1
E_HOMO (alpha / beta) = -0.110 / -0.161 Eh

Quick look at relative energies in kcal/mol: <one> 0.0; <two> 44.0.